Record 1
Formula: C27H32BClO2S2
Source: the Open Molecules 2025 dataset
Level of theory: wB97M-V/def2-TZVPD

Each line ends with the Löwdin charge.
Cartesian coordinates (Å):
1 C 5.659 3.409 -0.477  -0.131
2 C 4.469 2.744 0.112  -0.599
3 C 4.101 2.637 1.436  -0.150
4 C 2.887 1.877 1.651  -0.136
5 C 2.322 1.413 0.481  -0.374
6 B 1.179 0.192 0.259  -1.027
7 C -0.118 1.197 0.350  -0.339
8 C -0.819 1.628 1.455  -0.147
9 C -1.717 2.707 1.162  -0.144
10 C -1.722 3.074 -0.170  -0.597
11 C -2.560 4.129 -0.785  -0.112
12 S -0.593 2.125 -1.068  1.074
13 O 1.413 -0.344 -1.029  0.011
14 C 2.161 -1.540 -0.855  -0.453
15 C 1.619 -2.484 -1.921  -0.004
16 C 3.646 -1.267 -1.025  -0.041
17 C 1.837 -1.953 0.684  -0.450
18 C 0.629 -2.853 0.833  -0.038
19 C 2.972 -2.641 1.430  -0.016
20 O 1.494 -0.709 1.312  0.076
21 S 3.260 1.972 -0.882  1.048
22 H 6.379 3.647 0.308  0.072
23 H 6.143 2.767 -1.225  0.069
24 H 5.351 4.343 -0.966  0.071
25 H 4.699 3.091 2.227  0.096
26 H 2.460 1.732 2.637  0.101
27 H -0.695 1.201 2.446  0.114
28 H -2.360 3.191 1.896  0.110
29 H -3.287 4.483 -0.046  0.077
30 H -1.938 4.974 -1.115  0.083
31 H -3.098 3.743 -1.660  0.063
32 H 1.897 -3.517 -1.687  0.089
33 H 0.525 -2.404 -2.002  0.049
34 H 2.044 -2.205 -2.891  0.093
35 H 4.202 -2.212 -0.949  0.091
36 H 3.853 -0.826 -2.005  0.086
37 H 4.009 -0.571 -0.255  0.078
38 H 0.825 -3.892 0.507  0.097
39 H 0.320 -2.886 1.892  0.105
40 H -0.204 -2.439 0.245  0.046
41 H 3.096 -3.666 1.034  0.093
42 H 3.913 -2.089 1.319  0.082
43 H 2.723 -2.696 2.499  0.094
44 Cl -6.416 3.099 0.115  0.705
45 C -5.239 1.835 -0.020  -0.643
46 C -4.713 1.509 -1.280  -0.096
47 C -3.687 0.572 -1.384  0.003
48 C -3.242 -0.142 -0.243  -0.180
49 C -2.411 -1.312 -0.317  -0.054
50 C -2.567 -2.403 0.720  -0.102
51 C -2.374 -3.746 -0.067  -0.128
52 C -1.773 -3.269 -1.357  0.021
53 C -1.894 -1.893 -1.506  -0.008
54 C -3.713 0.294 1.022  -0.011
55 C -4.726 1.234 1.138  -0.083
56 H -5.091 2.038 -2.156  0.115
57 H -3.273 0.315 -2.358  0.121
58 H -1.753 -2.325 1.474  0.128
59 H -3.514 -2.350 1.280  0.129
60 H -1.790 -4.484 0.503  0.124
61 H -3.360 -4.188 -0.255  0.132
62 H -1.367 -3.969 -2.086  0.132
63 H -1.709 -1.322 -2.421  0.138
64 H -3.274 -0.136 1.926  0.133
65 H -5.090 1.562 2.109  0.116

- HOMO-LUMO gap: 3.413 eV
- M: 498.95 g/mol
- E_tot: -2479.89177 Ha
- HOMO: -6.32 eV

Record 2
Formula: C27H32BF3O2
Source: the Open Molecules 2025 dataset
Level of theory: wB97M-V/def2-TZVPD

Each line ends with the Löwdin charge.
Cartesian coordinates (Å):
1 C -1.915 1.198 -3.037  -0.006
2 C -1.240 -0.152 -3.205  -0.424
3 C -1.517 -0.773 -4.560  -0.005
4 C 0.324 -0.039 -2.851  -0.436
5 C 1.230 -1.050 -3.541  -0.032
6 C 0.996 1.280 -3.128  -0.016
7 O 0.273 -0.223 -1.419  0.022
8 B -1.081 -0.620 -1.029  -0.689
9 C -1.542 0.470 0.196  -0.080
10 C -0.540 1.036 1.003  -0.036
11 C -0.840 1.526 2.281  -0.007
12 C -2.119 1.367 2.804  -0.126
13 C -2.315 1.447 4.300  -0.518
14 F -3.557 1.829 4.688  0.120
15 F -2.105 0.204 4.858  0.100
16 F -1.446 2.296 4.927  0.114
17 C -3.169 1.042 1.940  -0.007
18 C -2.875 0.636 0.623  -0.034
19 C 2.338 2.189 1.472  -0.123
20 C 2.040 3.062 0.352  -0.184
21 C 1.707 3.466 1.797  -0.176
22 O -1.807 -0.986 -2.143  0.109
23 H -1.628 1.915 -3.812  0.097
24 H -3.002 1.054 -3.072  0.104
25 H -1.676 1.625 -2.053  0.089
26 H -0.972 -0.215 -5.334  0.096
27 H -1.205 -1.824 -4.615  0.088
28 H -2.583 -0.728 -4.808  0.092
29 H 1.321 -0.810 -4.613  0.097
30 H 2.242 -0.981 -3.122  0.095
31 H 0.902 -2.091 -3.469  0.073
32 H 1.012 1.496 -4.202  0.099
33 H 0.525 2.108 -2.604  0.081
34 H 2.034 1.231 -2.787  0.097
35 H 0.527 1.001 0.723  0.080
36 H -0.081 2.016 2.894  0.103
37 H -4.188 1.058 2.305  0.114
38 H -3.708 0.371 -0.028  0.117
39 H 3.308 1.896 1.910  0.076
40 H 2.740 3.671 -0.217  0.091
41 H 1.163 2.856 -0.258  0.075
42 H 0.666 3.415 2.101  0.063
43 H 2.286 4.300 2.203  0.099
44 C 1.027 -2.601 -0.591  -0.083
45 C -0.123 -3.465 -1.235  -0.125
46 C -1.337 -3.093 -0.503  0.053
47 C -1.070 -2.009 0.364  -0.042
48 C 0.391 -1.679 0.402  -0.119
49 C 1.084 -1.299 1.592  -0.203
50 C 0.504 -1.486 2.869  -0.016
51 C 1.263 -1.292 4.016  -0.072
52 C 2.586 -0.833 3.919  -0.073
53 C 3.179 -0.704 2.649  -0.097
54 C 2.380 -0.735 1.512  -0.035
55 H 1.728 -3.299 -0.098  0.138
56 H 1.607 -2.053 -1.338  0.099
57 H -0.274 -3.248 -2.306  0.110
58 H 0.145 -4.528 -1.190  0.129
59 H -2.267 -3.666 -0.530  0.141
60 H -1.763 -1.706 1.158  0.140
61 H -0.539 -1.803 2.915  0.115
62 H 0.807 -1.525 4.989  0.111
63 H 3.162 -0.630 4.827  0.104
64 H 4.255 -0.563 2.558  0.108
65 H 2.734 -0.350 0.553  0.124

- HOMO-LUMO gap: 3.881 eV
- M: 456.36 g/mol
- E_tot: -1522.76526 Ha
- HOMO: -5.78 eV

Record 3
Formula: C27H32N2NaO2
Source: the Open Molecules 2025 dataset
Level of theory: wB97M-V/def2-TZVPD

Each line ends with the Löwdin charge.
Cartesian coordinates (Å):
1 C -6.577 1.318 2.147  -0.047
2 O -5.579 0.603 2.918  -0.071
3 C -4.330 0.463 2.397  -0.239
4 C -3.355 -0.142 3.226  0.022
5 C -2.067 -0.280 2.783  -0.014
6 C -1.682 0.100 1.467  -0.206
7 C -0.321 -0.098 1.033  0.024
8 C 0.120 -0.006 -0.278  -0.179
9 C 1.548 0.327 -0.595  -0.061
10 N 1.860 1.810 -0.935  -0.170
11 C 2.429 1.894 -2.365  -0.072
12 C 2.806 3.315 -2.691  -0.136
13 N 2.557 4.209 -1.526  -0.128
14 C 1.109 4.161 -1.178  -0.130
15 C 0.674 2.764 -0.785  -0.066
16 C 3.354 3.726 -0.362  -0.134
17 C 2.976 2.313 0.000  -0.071
18 C -0.737 -0.528 -1.377  -0.403
19 C -0.646 0.040 -2.757  0.000
20 O -1.442 -1.563 -1.201  0.012
21 C -2.653 0.755 0.669  -0.010
22 C -3.955 0.929 1.113  0.003
23 H -7.479 1.216 2.753  0.098
24 H -6.308 2.379 2.034  0.101
25 H -6.724 0.860 1.157  0.096
26 H -3.658 -0.458 4.223  0.131
27 H -1.317 -0.707 3.446  0.120
28 H 0.446 -0.169 1.814  0.134
29 H 2.210 0.075 0.251  0.119
30 H 1.940 -0.275 -1.436  0.131
31 H 3.307 1.236 -2.375  0.141
32 H 1.662 1.507 -3.047  0.117
33 H 3.874 3.381 -2.932  0.134
34 H 2.211 3.693 -3.533  0.133
35 H 0.955 4.861 -0.346  0.134
36 H 0.548 4.508 -2.055  0.132
37 H -0.139 2.400 -1.424  0.110
38 H 0.362 2.712 0.267  0.143
39 H 4.412 3.781 -0.644  0.133
40 H 3.163 4.408 0.475  0.134
41 H 2.576 2.250 1.019  0.143
42 H 3.822 1.630 -0.133  0.141
43 H 0.270 -0.324 -3.255  0.097
44 H -1.512 -0.309 -3.335  0.108
45 H -0.652 1.140 -2.775  0.075
46 H -2.386 1.149 -0.312  0.113
47 H -4.691 1.443 0.489  0.109
48 C -0.630 -5.146 0.970  -0.086
49 Na 0.063 -3.143 -1.680  0.647
50 C -1.192 -4.056 1.671  -0.098
51 C -0.210 -3.040 1.762  -0.106
52 C 0.954 -3.456 1.051  -0.253
53 C 0.679 -4.776 0.516  -0.257
54 C 1.585 -5.353 -0.390  -0.070
55 C 2.760 -4.668 -0.697  -0.138
56 C 3.067 -3.436 -0.090  -0.139
57 C 2.183 -2.832 0.797  -0.082
58 H -1.086 -6.111 0.749  0.092
59 H -2.196 -4.008 2.081  0.093
60 H -0.250 -2.144 2.371  0.052
61 H 1.346 -6.336 -0.813  0.115
62 H 3.488 -5.116 -1.375  0.094
63 H 4.030 -2.961 -0.288  0.090
64 H 2.432 -1.918 1.338  0.096

- HOMO-LUMO gap: 4.447 eV
- M: 439.56 g/mol
- Net charge: +1
- E_tot: -1470.01630 Ha
- HOMO: -8.04 eV

Record 4
Formula: C27H32N2O2PS3SiSn
Source: the Open Molecules 2025 dataset
Level of theory: wB97M-V/def2-TZVPD

Each line ends with the Löwdin charge.
Cartesian coordinates (Å):
1 Sn -0.318 -0.105 -0.011  0.489
2 N -0.369 -2.407 -2.899  0.103
3 C -1.354 -1.466 -3.164  -0.313
4 C -2.679 -1.872 -3.354  -0.049
5 C -3.656 -0.961 -3.709  -0.100
6 C -3.342 0.380 -3.884  -0.105
7 C -2.037 0.793 -3.673  -0.046
8 C -1.042 -0.104 -3.303  -0.180
9 C 0.346 0.364 -3.047  -0.230
10 C 1.111 0.876 -4.097  -0.034
11 C 2.423 1.271 -3.892  -0.093
12 C 2.994 1.137 -2.633  -0.094
13 C 2.234 0.645 -1.581  -0.144
14 C 0.907 0.270 -1.771  -0.252
15 H -0.702 -3.249 -2.454  0.056
16 H 0.463 -2.063 -2.444  0.053
17 H -2.930 -2.917 -3.211  0.106
18 H -4.677 -1.301 -3.836  0.095
19 H -4.108 1.096 -4.151  0.091
20 H -1.776 1.841 -3.759  0.117
21 H 0.663 0.949 -5.081  0.113
22 H 3.005 1.668 -4.715  0.095
23 H 4.028 1.417 -2.469  0.095
24 H 2.672 0.565 -0.593  0.064
25 O 2.249 -5.388 -1.509  -0.294
26 S 1.956 -4.788 -0.238  0.638
27 O 3.054 -4.508 0.646  -0.301
28 N 1.015 -3.452 -0.461  -0.071
29 C -0.161 -3.609 0.070  -0.760
30 S -1.423 -2.462 0.044  0.679
31 C -0.387 -4.929 0.744  -0.221
32 C -1.505 -5.382 1.423  -0.028
33 C -1.466 -6.659 1.969  -0.072
34 C -0.332 -7.458 1.847  -0.078
35 C 0.795 -6.995 1.177  -0.037
36 C 0.732 -5.729 0.636  -0.219
37 H -2.375 -4.746 1.526  0.099
38 H -2.327 -7.038 2.504  0.101
39 H -0.327 -8.449 2.282  0.101
40 H 1.687 -7.600 1.087  0.119
41 S -2.238 1.048 0.376  -0.145
42 C 4.702 0.444 3.048  -0.190
43 Si 4.093 -1.144 2.245  0.415
44 C 5.075 -1.463 0.687  -0.173
45 C 4.319 -2.572 3.426  -0.182
46 C 2.342 -0.856 1.784  -0.199
47 C 1.228 -0.624 1.357  -0.254
48 H 5.777 0.411 3.240  0.024
49 H 4.193 0.622 3.998  0.027
50 H 4.500 1.298 2.397  0.011
51 H 6.136 -1.594 0.916  0.029
52 H 4.974 -0.641 -0.024  0.021
53 H 4.713 -2.372 0.205  0.022
54 H 5.383 -2.697 3.642  0.028
55 H 3.952 -3.493 2.968  0.016
56 H 3.793 -2.420 4.369  0.027
57 C 2.462 3.858 1.077  -0.301
58 P 0.926 2.870 0.806  0.763
59 C 0.107 3.155 2.424  -0.311
60 C 0.002 4.046 -0.256  -0.307
61 H 2.222 4.858 1.448  0.030
62 H 3.010 3.948 0.137  0.028
63 H 3.104 3.354 1.801  0.014
64 H 0.078 4.218 2.678  0.032
65 H 0.650 2.609 3.197  0.033
66 H -0.906 2.755 2.363  -0.010
67 H -0.082 5.032 0.210  0.033
68 H -0.993 3.632 -0.429  -0.006
69 H 0.512 4.143 -1.217  0.033

- HOMO-LUMO gap: 6.977 eV
- M: 690.54 g/mol
- Net charge: -1
- E_tot: -3347.87303 Ha
- HOMO: -4.83 eV